1.
{"formula": "C17H21N3S2", "method": "the ωB97M-V functional and the def2-TZVPD basis", "species": ["N", "N", "S", "S", "C", "C", "C", "C", "C", "C", "C", "C", "N", "C", "C", "C", "C", "C", "C", "C", "C", "C", "H", "H", "H", "H", "H", "H", "H", "H", "H", "H", "H", "H", "H", "H", "H", "H", "H", "H", "H", "H", "H"], "coordinates": [[1.343, -2.081, 0.123], [0.794, 0.013, -0.720], [-0.441, -2.417, 2.002], [1.847, -4.391, 1.421], [1.024, -2.870, 1.134], [-2.955, 2.735, -1.812], [-1.766, 3.131, -2.352], [0.502, -0.998, 0.088], [0.053, 1.136, -0.582], [-0.527, -0.967, 1.003], [-1.280, 0.185, 1.106], [-1.027, 1.269, 0.317], [-2.194, 0.246, 2.150], [-4.115, 2.528, -2.786], [4.954, -4.895, 2.401], [3.461, -4.186, 0.508], [-3.130, 2.496, -0.331], [0.406, 2.268, -1.503], [4.438, -5.277, 1.025], [-0.998, 3.765, -0.084], [-0.552, 3.455, -1.513], [-1.810, 2.571, 0.449], [-1.696, 3.152, -3.438], [-2.927, 0.905, 2.011], [-2.413, -0.676, 2.558], [-4.257, 1.488, -3.014], [-5.065, 2.873, -2.349], [-3.937, 3.053, -3.714], [5.652, -5.639, 2.795], [5.436, -3.895, 2.394], [4.103, -4.841, 3.116], [3.307, -4.354, -0.559], [3.835, -3.172, 0.667], [-3.609, 1.501, -0.198], [-3.789, 3.280, 0.038], [0.433, 1.875, -2.486], [1.400, 2.606, -1.225], [5.312, -5.350, 0.356], [3.904, -6.218, 1.008], [-1.587, 4.676, -0.101], [-0.090, 3.951, 0.507], [-0.024, 4.333, -1.909], [-2.017, 2.736, 1.499]], "forces_ev_per_a": [[-0.01, -1.58, 1.77], [-0.61, 1.47, -0.12], [0.22, 0.36, -0.04], [0.43, 0.18, 0.02], [0.18, 0.80, -2.27], [1.50, 0.47, -1.64], [-1.43, -0.45, 1.04], [0.77, 0.62, -0.41], [-0.35, -0.83, -0.24], [0.49, -0.92, 0.04], [-1.13, -0.68, 2.02], [1.08, 0.84, -1.14], [0.35, -1.03, 0.08], [-0.03, 0.24, 1.20], [-0.49, 0.03, 0.89], [-0.05, -0.54, -0.10], [-0.16, -0.14, -0.39], [0.16, 0.40, 0.69], [0.03, 1.32, -0.07], [0.52, -0.38, -0.18], [-0.44, -0.25, 0.25], [0.48, -0.09, -0.57], [0.11, 0.26, 0.13], [-0.67, 0.01, 0.29], [-0.29, 1.19, -0.34], [-0.05, -0.67, -0.08], [0.24, 0.05, -0.14], [0.02, 0.15, -0.12], [0.03, 0.17, -0.06], [-0.18, -0.62, -0.08], [0.57, 0.03, -0.34], [-0.32, 0.27, 0.11], [-0.13, -0.15, 0.02], [0.05, 0.56, 0.05], [-0.41, -0.08, 0.22], [0.42, -0.52, -1.06], [0.35, 0.02, -0.09], [-0.53, 0.01, -0.09], [0.10, -0.42, 0.14], [-0.25, 0.12, 0.22], [-0.30, -0.10, 0.15], [-0.15, -0.20, -0.12], [-0.14, 0.05, 0.36]], "mulliken_charge": [-0.436, -0.841, -0.351, -0.149, 0.351, 0.878, -1.033, -0.526, 0.487, 0.175, 1.048, 0.140, -0.501, -1.591, -1.050, -0.626, -0.547, -0.817, -0.437, -1.650, 0.242, -0.381, 0.315, 0.232, 0.195, 0.306, 0.353, 0.434, 0.337, 0.293, 0.298, 0.347, 0.398, 0.361, 0.465, 0.371, 0.378, 0.314, 0.302, 0.448, 0.431, 0.457, 0.577], "max_force_ev_per_a": 2.4, "energy_ev": -44111.334, "gap_ev": 8.70, "homo_ev": -8.190, "relative_energy_kcal_mol": 0.0}

2.
{"formula": "C17H21N4O3S2", "method": "the ωB97M-V functional and the def2-TZVPD basis", "species": ["C", "C", "C", "N", "C", "C", "C", "C", "C", "C", "N", "C", "C", "C", "C", "C", "N", "C", "C", "S", "C", "S", "H", "H", "H", "H", "H", "H", "H", "H", "H", "H", "H", "H", "H", "H", "H", "H", "H", "H", "H", "H", "H", "N", "O", "O", "O"], "coordinates": [[3.152, -4.001, 0.823], [2.336, -3.345, -0.302], [2.865, -1.984, -0.766], [3.183, -1.057, 0.351], [2.672, 0.251, 0.064], [3.327, 0.984, -0.903], [2.913, 2.239, -1.254], [1.795, 2.792, -0.661], [1.143, 2.049, 0.283], [1.550, 0.796, 0.668], [0.826, 0.074, 1.663], [-0.557, 0.014, 1.450], [-1.259, -1.170, 1.539], [-2.603, -1.209, 1.317], [-3.346, -0.090, 1.013], [-4.837, -0.309, 0.756], [-5.722, 0.725, 1.270], [-6.941, 0.917, 0.486], [-2.650, 1.116, 0.941], [-3.469, 2.653, 0.517], [-1.284, 1.151, 1.166], [-0.341, 2.662, 1.086], [2.858, -5.058, 0.872], [2.929, -3.582, 1.810], [4.226, -4.003, 0.619], [1.270, -3.255, -0.059], [2.400, -4.020, -1.166], [3.701, -2.069, -1.469], [2.057, -1.515, -1.347], [2.831, -1.419, 1.226], [4.195, 0.590, -1.423], [3.468, 2.768, -2.034], [1.474, 3.785, -0.954], [1.222, -0.837, 1.841], [-0.681, -2.060, 1.789], [-3.125, -2.163, 1.370], [-4.965, -0.481, -0.319], [-5.087, -1.273, 1.235], [-5.960, 0.542, 2.234], [-7.838, 0.560, 1.012], [-7.093, 1.971, 0.216], [-6.917, 0.365, -0.461], [-3.233, 3.397, 1.619], [4.880, 3.126, -4.534], [4.057, 2.203, -4.716], [5.261, 3.394, -3.370], [5.319, 3.776, -5.500]], "forces_ev_per_a": [[-0.62, -0.57, -0.12], [0.81, -0.03, -0.33], [-0.71, 0.23, 0.00], [-0.49, -0.06, -0.36], [0.70, -0.55, 0.25], [0.65, -0.10, -0.37], [0.21, 0.77, -0.83], [0.33, 0.44, -0.49], [-1.56, 0.30, 1.02], [0.54, -0.77, 0.35], [-0.14, 0.38, -0.25], [-0.16, -0.41, 0.27], [1.23, -0.62, 0.22], [-0.74, -0.88, 0.04], [-0.45, 0.30, 0.02], [0.39, -0.29, 0.64], [-0.38, -0.25, -0.62], [-0.29, 0.11, -0.01], [-0.64, 0.73, 0.11], [-0.13, 0.08, -0.25], [1.02, 1.09, -0.31], [-0.02, 0.12, -0.11], [0.04, 0.16, 0.14], [0.30, 0.09, -0.13], [-0.12, 0.31, 0.09], [0.17, -0.06, 0.24], [-0.18, 0.16, 0.05], [0.14, -0.13, 0.39], [0.16, -0.15, -0.09], [0.11, -0.08, -0.08], [-0.07, -0.15, 0.22], [-0.10, -0.09, 0.21], [-0.19, -0.13, 0.13], [-0.13, 0.01, -0.04], [-0.31, -0.07, -0.09], [0.12, 0.06, 0.08], [-0.23, 0.39, 0.09], [0.15, 0.03, -0.27], [0.15, -0.02, -0.05], [0.11, 0.15, -0.05], [0.04, -0.11, 0.17], [0.17, 0.01, 0.15], [0.17, -0.38, -0.12], [-0.01, -0.02, -0.06], [-0.02, -0.01, 0.05], [-0.03, 0.01, 0.08], [0.01, -0.01, 0.02]], "mulliken_charge": [-1.171, -0.473, -0.591, -0.429, 0.371, -0.479, -0.387, -0.825, 1.222, -0.682, -0.411, 0.348, -0.732, -1.361, 0.718, -0.763, -0.190, -0.817, 0.370, -0.268, 0.585, -0.403, 0.397, 0.329, 0.285, 0.207, 0.355, 0.394, 0.334, 0.411, 0.441, 0.318, 0.420, 0.152, 0.283, 0.269, 0.321, 0.226, 0.250, 0.297, 0.232, 0.290, 0.151, 0.981, -0.636, -0.665, -0.675], "max_force_ev_per_a": 1.9, "energy_ev": -51740.917, "gap_ev": 6.57, "homo_ev": -4.401, "total_charge": -1}

3.
{"formula": "C17H21N5O", "method": "the ωB97M-V functional and the def2-TZVPD basis", "species": ["C", "H", "H", "H", "C", "C", "H", "H", "H", "O", "C", "C", "H", "H", "C", "N", "C", "N", "C", "N", "C", "N", "N", "C", "C", "H", "C", "C", "C", "C", "C", "C", "H", "H", "H", "H", "H", "H", "H", "H", "H", "H", "H", "H"], "coordinates": [[-0.684, -1.071, 4.329], [-0.582, -1.646, 5.245], [-1.197, -0.138, 4.547], [-1.279, -1.645, 3.624], [0.699, -0.787, 3.742], [1.541, 0.036, 4.718], [1.648, -0.506, 5.654], [1.058, 0.990, 4.912], [2.533, 0.221, 4.313], [1.341, -2.038, 3.487], [1.794, -2.283, 2.183], [3.186, -1.699, 1.878], [3.695, -2.356, 1.168], [3.762, -1.694, 2.804], [3.155, -0.282, 1.295], [2.551, -0.250, -0.014], [1.322, 0.231, -0.264], [0.634, 0.812, 0.722], [-0.568, 1.304, 0.460], [-1.222, 1.311, -0.679], [-0.549, 0.734, -1.682], [-0.919, 0.566, -2.979], [0.052, -0.070, -3.665], [1.038, -0.317, -2.843], [0.740, 0.165, -1.549], [1.917, -0.821, -3.195], [-2.099, 0.954, -3.622], [-2.248, 0.672, -4.977], [-3.407, 1.048, -5.630], [-4.415, 1.703, -4.942], [-4.261, 1.981, -3.594], [-3.107, 1.611, -2.926], [-2.978, 1.824, -1.877], [-5.045, 2.492, -3.054], [-5.319, 1.996, -5.455], [-3.522, 0.829, -6.681], [-1.452, 0.162, -5.495], [-1.076, 1.758, 1.302], [3.014, -0.752, -0.755], [2.575, 0.391, 1.926], [4.180, 0.098, 1.215], [1.067, -1.926, 1.441], [1.848, -3.374, 2.112], [0.578, -0.233, 2.802]], "forces_ev_per_a": [[0.39, -0.01, -0.29], [-0.01, -0.06, 0.14], [-0.10, 0.11, 0.06], [-0.09, -0.05, -0.05], [-0.22, 0.20, 0.21], [-0.15, -0.27, -0.37], [0.03, -0.04, 0.13], [-0.03, 0.14, 0.06], [0.12, 0.05, -0.02], [-0.07, 0.13, 0.35], [0.31, -0.19, -0.23], [-0.43, 0.17, 0.02], [0.08, -0.03, -0.01], [0.07, -0.08, 0.02], [0.30, -0.18, 0.38], [0.05, -0.15, -0.27], [-0.32, 0.22, -0.24], [0.63, -0.21, 0.09], [-0.28, 0.08, -0.13], [-0.42, 0.18, -0.13], [0.97, -0.34, 0.52], [0.47, -0.03, 0.72], [0.37, -0.32, -0.54], [-0.16, 0.09, 0.05], [-0.79, 0.36, 0.06], [0.15, -0.11, -0.16], [-0.70, 0.19, -0.52], [0.12, -0.04, 0.06], [-0.03, 0.03, 0.05], [-0.12, 0.05, -0.03], [-0.02, -0.03, -0.15], [0.10, -0.01, 0.12], [-0.06, 0.02, -0.02], [-0.05, 0.04, 0.06], [-0.07, 0.02, -0.04], [0.01, -0.02, -0.08], [0.01, -0.02, -0.05], [-0.06, 0.05, 0.08], [-0.08, 0.09, 0.03], [0.17, -0.01, -0.01], [-0.14, 0.06, 0.07], [0.00, -0.08, 0.03], [-0.03, 0.13, -0.11], [0.09, -0.13, 0.14]], "mulliken_charge": [-1.589, 0.373, 0.368, 0.377, 1.555, -1.481, 0.395, 0.349, 0.319, -0.455, -0.427, -0.657, 0.450, 0.378, -0.723, -0.067, -0.007, -0.474, -0.616, -0.431, 0.445, 0.811, -1.195, -0.618, 0.782, 0.421, 0.845, -0.548, -0.511, -0.506, -0.648, -0.423, 0.514, 0.361, 0.378, 0.377, 0.391, 0.460, 0.216, 0.374, 0.245, 0.314, 0.307, -0.430], "max_force_ev_per_a": 1.1, "energy_ev": -27467.957, "gap_ev": 8.96, "homo_ev": -8.387, "relative_energy_kcal_mol": 21.2}

no.,E_LUMO (eV)
1,0.512
2,2.170
3,0.574